Entry 1:
C17H39BrIrN4Si2Te | the ωB97M-V functional and the def2-TZVPD basis

Element x y z (Å)
Ir 0.28412 -2.52791 -0.41258
N 1.13404 -2.27638 -2.37460
C 2.31820 -3.15501 -2.61641
C 3.22529 -3.00730 -1.41550
N 2.46659 -3.25404 -0.15604
C 2.51972 -4.66318 0.33056
C 1.40013 -5.49336 -0.25712
N 0.11360 -4.81468 0.05923
H 0.43973 -2.41297 -3.10898
H 1.44161 -1.30946 -2.48197
H 2.83245 -2.86131 -3.53139
H 1.95988 -4.17218 -2.75060
H 3.61397 -1.98777 -1.37293
H 4.08343 -3.67647 -1.48827
H 2.88223 -2.66987 0.56482
H 2.43410 -4.64032 1.41882
H 3.48777 -5.10717 0.09359
H 1.42323 -6.49973 0.16290
H 1.47980 -5.59301 -1.33676
H -0.05522 -4.92530 1.05742
H -0.65390 -5.29583 -0.40687
Br -5.17770 -3.45078 1.50646
C -3.52333 -2.85240 1.92959
C -3.21354 -2.42857 3.24297
C -1.92966 -1.99917 3.47745
C -1.00495 -1.99743 2.43275
N -1.27921 -2.41763 1.16600
C -2.51522 -2.83126 0.91652
H -3.96555 -2.44702 4.02412
H -1.62248 -1.66051 4.45896
H 0.00400 -1.64514 2.60575
H -2.75574 -3.16612 -0.08597
C -3.86796 3.85192 -1.27732
Si -2.28248 4.74591 -1.65263
C -1.38320 5.24330 -0.10008
C -2.41653 6.07371 -2.92605
C -1.11962 3.39696 -2.54807
Te -0.62925 1.76837 -1.38492
C 1.09250 2.49814 -0.42223
Si 1.48284 1.84497 1.32618
C -0.03998 1.98908 2.39266
C 1.97501 0.00596 1.24807
C 2.94509 2.79925 1.92434
H -4.56731 4.53898 -0.79476
H -3.72184 3.01367 -0.58932
H -4.35560 3.48376 -2.18185
H -1.96445 6.01396 0.41293
H -0.40165 5.67795 -0.30192
H -1.27351 4.41445 0.60698
H -3.03084 6.88615 -2.52743
H -2.89880 5.71854 -3.83804
H -1.44579 6.49793 -3.18682
H -0.18755 3.89226 -2.82900
H -1.65233 3.03263 -3.42807
H 0.95383 3.58194 -0.38317
H 1.92527 2.30808 -1.10665
H -0.93385 1.55624 1.92964
H -0.26594 3.03363 2.61780
H 0.12090 1.49670 3.35531
H 1.21450 -0.73988 0.93065
H 2.24502 -0.27928 2.27159
H 2.87296 -0.13652 0.64013
H 2.70379 3.86190 1.99978
H 3.80061 2.69980 1.25348
H 3.25877 2.46883 2.91688

- HOMO (spin up / spin down) (eV) = -19.37 / -19.52
- LUMO (spin up / spin down) (eV) = -12.45 / -16.33
- net charge = +4
- frontier orbital gap (spin up / spin down) (eV) = 6.92 / 3.19
- multiplicity = 6
- relative energy (zero: lowest compared OMol25 entry of this formula, charge and spin) (kcal/mol) = 0.0

Let us look at the natural (NBO) charges, expressed in e, one per atom: atom 1 (Ir): 1.157, atom 2 (N): -0.843, atom 3 (C): -0.242, atom 4 (C): -0.257, atom 5 (N): -0.635, atom 6 (C): -0.253, atom 7 (C): -0.247, atom 8 (N): -0.845, atom 9 (H): 0.428, atom 10 (H): 0.412, atom 11 (H): 0.262, atom 12 (H): 0.221, atom 13 (H): 0.227, atom 14 (H): 0.260, atom 15 (H): 0.420, atom 16 (H): 0.227, atom 17 (H): 0.257, atom 18 (H): 0.259, atom 19 (H): 0.219, atom 20 (H): 0.397, atom 21 (H): 0.416, atom 22 (Br): 0.702, atom 23 (C): -0.167, atom 24 (C): -0.076, atom 25 (C): -0.198, atom 26 (C): 0.171, atom 27 (N): -0.539, atom 28 (C): 0.131, atom 29 (H): 0.300, atom 30 (H): 0.299, atom 31 (H): 0.248, atom 32 (H): 0.250, atom 33 (C): -1.141, atom 34 (Si): 1.673, atom 35 (C): -1.147, atom 36 (C): -1.134, atom 37 (C): -1.113, atom 38 (Te): 1.067, atom 39 (C): -1.178, atom 40 (Si): 1.643, atom 41 (C): -1.137, atom 42 (C): -1.094, atom 43 (C): -1.126, atom 44 (H): 0.285, atom 45 (H): 0.220, atom 46 (H): 0.262, atom 47 (H): 0.290, atom 48 (H): 0.257, atom 49 (H): 0.216, atom 50 (H): 0.286, atom 51 (H): 0.270, atom 52 (H): 0.269, atom 53 (H): 0.283, atom 54 (H): 0.285, atom 55 (H): 0.292, atom 56 (H): 0.280, atom 57 (H): 0.217, atom 58 (H): 0.283, atom 59 (H): 0.258, atom 60 (H): 0.135, atom 61 (H): 0.264, atom 62 (H): 0.248, atom 63 (H): 0.279, atom 64 (H): 0.268, atom 65 (H): 0.277

***

Entry 2:
C17H39N5O7Sr | the ωB97M-V functional and the def2-TZVPD basis

Element x y z (Å)
Sr -0.20999 0.22091 0.41507
O 1.07310 2.22076 -0.36782
C 1.57687 1.89457 -1.62214
C 2.01853 0.44398 -1.91802
O 1.25756 -0.62900 -1.52368
H 2.50106 2.47905 -1.81288
H 0.78849 2.15704 -2.36664
H 3.03198 0.35244 -1.44178
H 2.23554 0.39251 -3.00739
C 2.83528 0.71200 2.07249
O 1.72740 0.21100 2.11093
N 3.98588 0.02452 2.03392
C 5.25514 0.69939 1.90970
C 4.02116 -1.39394 2.26898
H 2.99451 1.79552 1.98851
H 5.86601 0.16827 1.17317
H 5.82797 0.64040 2.84396
H 5.11612 1.72400 1.58361
H 3.00178 -1.77211 2.32913
H 4.49611 -1.91659 1.43341
H 4.56151 -1.60939 3.19582
C -3.20323 1.55918 -1.52207
O -2.50631 1.08545 -0.64381
N -2.88065 1.56795 -2.83122
C -1.62752 1.03945 -3.32386
C -3.74792 2.16426 -3.81852
H -4.15239 2.06707 -1.29853
H -1.01104 1.80919 -3.78834
H -1.82884 0.26888 -4.08028
H -1.05609 0.56868 -2.52552
H -3.95111 1.42208 -4.59771
H -4.69544 2.47397 -3.38797
H -3.24530 3.00948 -4.29158
C -1.28973 -2.32232 -1.60600
O -1.53795 -1.69269 -0.59834
N -2.18041 -2.55600 -2.59751
C -3.51236 -1.98350 -2.55614
C -1.81007 -3.24463 -3.80301
H -0.29401 -2.73317 -1.83501
H -4.25125 -2.75011 -2.79662
H -3.60618 -1.16999 -3.28252
H -3.69397 -1.59850 -1.55669
H -2.65166 -3.83430 -4.16381
H -1.55493 -2.52723 -4.59648
H -0.93392 -3.87315 -3.66312
C 0.10369 -2.76387 2.63977
O -0.30701 -1.82015 2.00124
N 1.06943 -3.59813 2.20481
C 1.60310 -4.64025 3.04743
C 1.56805 -3.51889 0.84794
H -0.28203 -3.02764 3.63549
H 1.50035 -5.61906 2.55962
H 1.02705 -4.75754 3.96545
H 2.65356 -4.46240 3.27770
H 1.04714 -4.25791 0.23344
H 1.38906 -2.52036 0.44292
H 2.64280 -3.68673 0.81814
C -2.00392 2.59010 2.42561
O -1.31882 1.60166 2.25305
N -1.50435 3.83614 2.51780
C -0.08136 4.01654 2.37108
C -2.25214 4.88640 3.15798
H -3.09998 2.51892 2.48481
H 0.44288 3.82491 3.31708
H 0.14089 5.02892 2.04131
H 0.31818 3.32577 1.62423
H -1.90977 5.04238 4.18618
H -2.17861 5.82576 2.61100
H -3.30791 4.61005 3.20226

- HOMO (eV) = -5.47
- LUMO (eV) = 0.63
- frontier orbital gap (eV) = 6.10
- multiplicity = 1
- relative energy (zero: lowest compared OMol25 entry of this formula, charge and spin) (kcal/mol) = 0.0

Let us look at the natural (NBO) charges, expressed in e, one per atom: atom 1 (Sr): 1.832, atom 2 (O): -1.067, atom 3 (C): -0.068, atom 4 (C): -0.060, atom 5 (O): -1.057, atom 6 (H): 0.115, atom 7 (H): 0.083, atom 8 (H): 0.080, atom 9 (H): 0.104, atom 10 (C): 0.571, atom 11 (O): -0.697, atom 12 (N): -0.418, atom 13 (C): -0.401, atom 14 (C): -0.422, atom 15 (H): 0.139, atom 16 (H): 0.203, atom 17 (H): 0.184, atom 18 (H): 0.223, atom 19 (H): 0.237, atom 20 (H): 0.201, atom 21 (H): 0.189, atom 22 (C): 0.550, atom 23 (O): -0.676, atom 24 (N): -0.418, atom 25 (C): -0.431, atom 26 (C): -0.400, atom 27 (H): 0.115, atom 28 (H): 0.217, atom 29 (H): 0.183, atom 30 (H): 0.258, atom 31 (H): 0.193, atom 32 (H): 0.208, atom 33 (H): 0.201, atom 34 (C): 0.565, atom 35 (O): -0.691, atom 36 (N): -0.432, atom 37 (C): -0.420, atom 38 (C): -0.402, atom 39 (H): 0.155, atom 40 (H): 0.194, atom 41 (H): 0.188, atom 42 (H): 0.245, atom 43 (H): 0.197, atom 44 (H): 0.192, atom 45 (H): 0.218, atom 46 (C): 0.558, atom 47 (O): -0.662, atom 48 (N): -0.429, atom 49 (C): -0.402, atom 50 (C): -0.434, atom 51 (H): 0.116, atom 52 (H): 0.196, atom 53 (H): 0.210, atom 54 (H): 0.196, atom 55 (H): 0.195, atom 56 (H): 0.267, atom 57 (H): 0.200, atom 58 (C): 0.559, atom 59 (O): -0.684, atom 60 (N): -0.413, atom 61 (C): -0.440, atom 62 (C): -0.399, atom 63 (H): 0.118, atom 64 (H): 0.184, atom 65 (H): 0.202, atom 66 (H): 0.286, atom 67 (H): 0.191, atom 68 (H): 0.202, atom 69 (H): 0.205

***

Entry 3:
C17H39NO10PS2 | the ωB97M-V functional and the def2-TZVPD basis

Element x y z (Å)
C -0.98319 3.09002 9.47077
C -1.05757 1.73546 9.65719
C -1.93937 0.90668 8.75640
S -1.27925 -0.76838 8.54585
O -2.04554 -1.36162 7.47663
O -1.55676 -1.37384 9.82404
N 0.31872 -0.71665 8.32600
S 0.79406 -0.82200 6.75389
O 0.40765 -2.03534 6.07538
O 2.23084 -0.69183 6.78633
P 0.17574 0.76180 5.44909
C -1.34643 0.32731 4.50576
C 0.02548 2.37433 6.32284
H -0.08335 3.57973 9.11188
H -1.85957 3.70818 9.65277
H -0.53918 1.22095 10.46062
H -2.13227 1.37693 7.80056
H -2.90741 0.77659 9.25576
H -2.20847 0.05419 5.11085
H -1.07213 -0.44425 3.79354
H -1.58426 1.20794 3.90366
H -0.99798 2.68809 6.52908
H 0.55205 2.36323 7.27264
H 0.48901 3.11323 5.67437
C 0.11335 -0.33694 -2.26438
O 0.48377 -1.52453 -1.60313
C 1.13721 -1.28707 -0.36340
C 0.82603 -2.37480 0.64171
O -0.48247 -2.31059 1.18765
C -1.56072 -2.68502 0.34574
C -1.63298 -4.16784 0.04738
O -0.66653 -4.54160 -0.92367
C -0.23497 -5.87439 -0.77923
H 0.99754 0.19977 -2.62801
H -0.51115 -0.60289 -3.11661
H -0.47549 0.31385 -1.60795
H 0.84014 -0.31890 0.05372
H 2.21947 -1.27493 -0.55024
H 1.49171 -2.22900 1.49546
H 1.04035 -3.36570 0.23876
H -1.57419 -2.09322 -0.57112
H -2.45885 -2.42188 0.90982
H -2.62679 -4.40363 -0.35829
H -1.48479 -4.72740 0.97730
H 0.11954 -6.06445 0.23994
H 0.59620 -6.03123 -1.46542
H -1.03933 -6.57707 -1.02845
C 3.98749 2.42784 -6.69853
O 2.84408 1.75653 -7.17614
C 2.42416 0.70266 -6.32286
C 0.91930 0.54030 -6.35063
O 0.21529 1.55959 -5.64810
C 0.17415 2.84569 -6.25157
C -0.69555 2.92791 -7.48857
O -0.04156 2.35534 -8.60977
C -0.93990 1.81896 -9.55346
H 4.87562 1.78844 -6.75641
H 4.14425 3.30556 -7.32412
H 3.84489 2.76754 -5.66638
H 2.74662 0.88389 -5.29183
H 2.88847 -0.22557 -6.68159
H 0.68361 -0.38731 -5.82329
H 0.54307 0.43091 -7.36838
H 1.17761 3.22528 -6.44556
H -0.27354 3.49461 -5.49503
H -0.89407 3.98418 -7.71635
H -1.64684 2.41990 -7.29360
H -1.62897 1.10957 -9.08100
H -0.35666 1.28332 -10.30075
H -1.50936 2.61357 -10.04954

- HOMO (eV) = -4.82
- LUMO (eV) = 1.95
- net charge = -1
- frontier orbital gap (eV) = 6.77
- multiplicity = 1

Let us look at the natural (NBO) charges, expressed in e, one per atom: atom 1 (C): -0.507, atom 2 (C): -0.099, atom 3 (C): -0.736, atom 4 (S): 2.298, atom 5 (O): -0.978, atom 6 (O): -0.994, atom 7 (N): -1.185, atom 8 (S): 2.035, atom 9 (O): -0.967, atom 10 (O): -0.980, atom 11 (P): 0.484, atom 12 (C): -0.925, atom 13 (C): -0.943, atom 14 (H): 0.198, atom 15 (H): 0.189, atom 16 (H): 0.220, atom 17 (H): 0.225, atom 18 (H): 0.248, atom 19 (H): 0.241, atom 20 (H): 0.257, atom 21 (H): 0.215, atom 22 (H): 0.217, atom 23 (H): 0.257, atom 24 (H): 0.227, atom 25 (C): -0.246, atom 26 (O): -0.552, atom 27 (C): -0.094, atom 28 (C): -0.090, atom 29 (O): -0.529, atom 30 (C): -0.086, atom 31 (C): -0.095, atom 32 (O): -0.548, atom 33 (C): -0.247, atom 34 (H): 0.163, atom 35 (H): 0.189, atom 36 (H): 0.166, atom 37 (H): 0.177, atom 38 (H): 0.169, atom 39 (H): 0.203, atom 40 (H): 0.183, atom 41 (H): 0.185, atom 42 (H): 0.189, atom 43 (H): 0.166, atom 44 (H): 0.180, atom 45 (H): 0.169, atom 46 (H): 0.188, atom 47 (H): 0.160, atom 48 (C): -0.248, atom 49 (O): -0.548, atom 50 (C): -0.094, atom 51 (C): -0.089, atom 52 (O): -0.539, atom 53 (C): -0.087, atom 54 (C): -0.094, atom 55 (O): -0.546, atom 56 (C): -0.247, atom 57 (H): 0.166, atom 58 (H): 0.190, atom 59 (H): 0.166, atom 60 (H): 0.176, atom 61 (H): 0.173, atom 62 (H): 0.192, atom 63 (H): 0.188, atom 64 (H): 0.191, atom 65 (H): 0.188, atom 66 (H): 0.171, atom 67 (H): 0.173, atom 68 (H): 0.164, atom 69 (H): 0.192, atom 70 (H): 0.164